(1)
Below is a 2-piece molecular cluster, C5HN2O2P overall at a distorted geometry, with properties calculated with the ωB97M-V functional and the def2-TZVPD basis.

Its gap between HOMO and LUMO (alpha / beta) is 6.80 / 6.75 eV. As for the charge: 0. Its LUMO energy (alpha / beta) is -3.8 / -3.7 eV. The value obtained for the relative energy (zero: lowest compared OMol25 entry of this formula, charge and spin) is 2.097 eV.

Positions of all 11 atoms, in Å:
C: 2.32 0.56 0.09
C: 1.29 -0.13 0.09
C: -0.47 -1.14 1.25
C: -0.19 -1.59 -1.15
C: 0.07 -0.82 0.02
N: -0.96 -1.49 2.25
N: -0.44 -2.39 -1.93
O: -2.17 2.88 -0.44
O: -1.38 0.69 -0.52
P: -1.07 2.10 0.06
H: 3.00 1.33 0.28

(2)
Below is a 8-piece molecular cluster, C60H123FN6O10 overall at a distorted geometry, with properties calculated with the ωB97M-V functional and the def2-TZVPD basis.

The spin multiplicity is 2. Its gap between HOMO and LUMO (alpha / beta) is 6.62 / 2.67 eV. As for the charge: +1. Its LUMO energy (alpha / beta) is -2.5 / -6.4 eV. Its expectation value of S² is 0.754.

Positions of all 200 atoms, in Å:
C: -6.38 -1.48 -3.31
C: -5.88 -2.01 -2.05
C: -5.34 -0.83 -1.19
C: -4.86 -1.27 0.27
C: -6.20 -1.59 0.96
C: -7.08 -2.70 0.24
N: -7.08 -2.52 -1.33
O: -7.76 -3.53 -1.91
C: -6.68 -4.08 0.80
C: -8.49 -2.36 0.76
C: -4.78 -3.09 -2.23
H: -5.55 -1.49 -4.01
H: -6.75 -0.46 -3.26
H: -7.26 -1.90 -3.80
H: -4.55 -0.38 -1.80
H: -6.06 -0.01 -1.11
H: -4.17 -0.60 0.77
H: -4.30 -2.20 0.19
H: -6.77 -0.67 1.06
H: -5.98 -1.87 1.99
H: -7.11 -4.93 0.27
H: -5.60 -4.21 0.73
H: -6.85 -4.30 1.85
H: -8.63 -1.29 0.65
H: -9.23 -3.01 0.30
H: -8.55 -2.78 1.77
H: -3.90 -2.57 -2.60
H: -4.94 -3.90 -2.95
H: -4.46 -3.49 -1.27
H: -8.55 -3.13 -2.28
C: -2.57 2.18 -6.71
C: -3.47 1.95 -5.52
C: -2.90 0.77 -4.58
C: -1.55 1.10 -3.89
C: -1.87 2.25 -2.88
C: -2.53 3.53 -3.53
N: -3.57 3.16 -4.63
O: -4.10 4.22 -5.28
C: -3.30 4.29 -2.50
C: -1.50 4.43 -4.16
C: -4.81 1.52 -6.01
H: -1.60 2.57 -6.40
H: -2.90 2.96 -7.40
H: -2.47 1.27 -7.29
H: -3.73 0.57 -3.90
H: -2.72 -0.04 -5.29
H: -0.75 1.40 -4.56
H: -1.19 0.19 -3.39
H: -0.98 2.60 -2.35
H: -2.52 1.91 -2.07
H: -3.42 5.36 -2.70
H: -4.25 3.83 -2.23
H: -2.96 4.32 -1.47
H: -1.91 5.38 -4.52
H: -0.85 4.84 -3.38
H: -0.86 3.93 -4.88
H: -4.82 0.82 -6.85
H: -5.52 2.31 -6.26
H: -5.32 0.94 -5.24
H: -4.94 4.20 -4.80
C: 0.06 -1.25 6.08
C: -0.47 0.17 5.87
C: 0.34 0.80 4.82
C: -0.29 1.99 4.28
C: -1.65 1.66 3.58
C: -2.58 0.91 4.66
N: -1.96 -0.01 5.54
O: -2.77 -0.57 6.61
C: -3.40 2.00 5.49
C: -3.62 0.01 3.85
C: -0.23 1.02 7.19
H: -0.01 -1.67 5.08
H: -0.54 -1.93 6.68
H: 1.09 -1.32 6.46
H: 1.35 1.02 5.16
H: 0.71 0.13 4.03
H: 0.31 2.60 3.61
H: -0.26 2.71 5.10
H: -1.63 1.09 2.65
H: -2.12 2.62 3.36
H: -3.72 2.72 4.74
H: -4.20 1.76 6.19
H: -2.69 2.57 6.09
H: -4.10 0.74 3.20
H: -3.12 -0.71 3.20
H: -4.26 -0.59 4.49
H: -0.76 0.66 8.07
H: -0.73 1.96 6.96
H: 0.82 1.03 7.48
H: -2.85 -1.50 6.39
C: 0.52 -4.13 3.67
C: 0.37 -5.46 2.82
C: -0.56 -6.46 3.66
C: -2.08 -6.31 3.55
C: -2.46 -6.10 2.12
C: -1.78 -5.00 1.37
N: -0.32 -5.24 1.51
O: 0.42 -4.47 0.61
C: -2.30 -5.04 -0.13
C: -2.29 -3.65 2.02
C: 1.67 -6.30 2.51
H: -0.43 -3.95 4.17
H: 0.94 -3.30 3.10
H: 1.28 -4.33 4.43
H: -0.19 -7.48 3.54
H: -0.32 -6.17 4.68
H: -2.39 -5.40 4.08
H: -2.65 -7.05 4.11
H: -3.53 -5.96 2.00
H: -2.35 -7.06 1.62
H: -2.06 -6.00 -0.59
H: -3.37 -4.85 -0.15
H: -1.74 -4.29 -0.68
H: -3.38 -3.60 2.02
H: -1.99 -3.47 3.06
H: -1.95 -2.83 1.39
H: 2.37 -6.58 3.30
H: 2.28 -5.69 1.84
H: 1.45 -7.15 1.88
H: 0.50 -5.12 -0.09
C: 3.93 4.43 1.00
C: 4.92 3.45 1.70
C: 6.37 3.88 1.35
C: 6.80 5.15 2.03
C: 6.53 4.96 3.54
C: 5.14 4.60 3.98
N: 4.76 3.48 3.13
O: 3.55 2.98 3.50
C: 5.22 4.08 5.42
C: 4.10 5.84 3.75
C: 4.71 1.91 1.22
H: 3.52 3.98 0.09
H: 4.51 5.26 0.61
H: 3.06 4.64 1.63
H: 6.94 3.03 1.73
H: 6.34 4.05 0.28
H: 6.23 5.91 1.50
H: 7.85 5.34 1.82
H: 6.80 5.88 4.06
H: 7.27 4.23 3.88
H: 5.84 3.18 5.50
H: 5.52 4.90 6.08
H: 4.25 3.87 5.88
H: 4.04 6.30 2.77
H: 3.05 5.59 3.89
H: 4.28 6.63 4.48
H: 5.29 1.22 1.83
H: 5.09 1.75 0.20
H: 3.69 1.54 1.19
H: 3.81 2.06 3.57
C: 3.30 3.22 -6.17
C: 3.75 1.96 -5.42
C: 4.29 1.03 -6.53
C: 5.08 -0.14 -6.01
C: 6.15 0.34 -4.98
C: 5.58 1.28 -3.78
N: 4.86 2.32 -4.52
O: 4.54 3.32 -3.63
C: 4.87 0.38 -2.74
C: 6.86 1.75 -3.18
C: 2.44 1.37 -4.77
H: 2.53 3.79 -5.65
H: 2.87 2.88 -7.11
H: 4.16 3.83 -6.46
H: 3.50 0.57 -7.11
H: 4.92 1.49 -7.29
H: 5.58 -0.76 -6.75
H: 4.39 -0.91 -5.66
H: 6.99 0.85 -5.46
H: 6.58 -0.55 -4.52
H: 4.19 1.03 -2.17
H: 4.36 -0.44 -3.25
H: 5.55 0.04 -1.96
H: 7.56 2.25 -3.85
H: 6.65 2.54 -2.45
H: 7.42 1.03 -2.58
H: 2.39 0.34 -5.11
H: 1.51 1.79 -5.16
H: 2.42 1.37 -3.68
H: 4.81 4.18 -3.95
C: 4.01 -3.70 0.01
C: 5.41 -3.30 -0.29
O: 6.21 -3.10 0.59
C: 5.79 -3.12 -1.71
H: 3.68 -4.73 -0.10
H: 3.38 -2.99 -0.52
H: 3.81 -3.55 1.08
H: 6.52 -3.83 -2.11
H: 6.46 -2.25 -1.65
H: 5.07 -3.08 -2.53
C: 0.37 -1.08 0.66
C: -0.80 -0.79 -0.22
O: -0.32 0.40 -0.87
C: 1.04 0.60 -0.63
O: 1.81 1.45 -1.04
O: 1.32 -0.11 0.46
F: -1.85 -0.46 0.53
H: 0.74 -2.08 0.42
H: 0.09 -1.16 1.71
H: -1.01 -1.73 -0.74

(3)
Below is C60H123InN6O12 as an isolated structure at a distorted geometry, with properties calculated with the ωB97M-V functional and the def2-TZVPD basis.

Its gap between HOMO and LUMO is 2.34 eV. As for the charge: 0. Its LUMO energy is -5.4 eV.

Positions of all 202 atoms, in Å:
In: -0.70 -4.77 0.69
C: 0.16 0.26 0.46
C: -0.20 -1.23 0.60
O: -0.25 -1.75 1.74
O: -0.27 -1.94 -0.38
H: -0.60 0.97 0.12
H: 0.95 0.44 -0.26
H: 0.57 0.75 1.34
C: 1.01 -7.12 -3.33
C: 0.53 -6.10 -2.27
O: -0.52 -5.48 -2.39
O: 1.18 -6.02 -1.19
H: 0.12 -7.28 -3.94
H: 1.45 -8.07 -3.01
H: 1.66 -6.69 -4.09
C: -4.39 -5.05 4.51
C: -3.27 -5.82 3.71
O: -3.35 -7.06 3.59
O: -2.37 -5.20 3.15
H: -5.28 -5.64 4.33
H: -4.48 -4.04 4.11
H: -4.16 -5.13 5.57
C: -5.73 -1.60 0.58
C: -5.47 -3.11 0.33
C: -6.78 -3.77 -0.23
C: -7.03 -3.39 -1.69
C: -5.77 -3.85 -2.49
C: -4.43 -3.25 -1.95
N: -4.27 -3.44 -0.52
O: -3.14 -2.96 0.07
C: -3.29 -4.03 -2.70
C: -4.39 -1.77 -2.29
C: -5.14 -3.49 1.79
H: -6.09 -1.42 1.59
H: -6.55 -1.24 -0.04
H: -4.85 -1.01 0.34
H: -6.84 -4.84 -0.05
H: -7.67 -3.47 0.33
H: -7.30 -2.35 -1.87
H: -7.99 -3.80 -2.03
H: -5.82 -3.56 -3.54
H: -5.73 -4.94 -2.51
H: -3.24 -5.04 -2.28
H: -3.55 -4.10 -3.76
H: -2.26 -3.67 -2.72
H: -4.45 -1.70 -3.37
H: -5.30 -1.28 -1.96
H: -3.44 -1.31 -2.00
H: -4.60 -4.44 1.79
H: -6.02 -3.60 2.43
H: -4.42 -2.80 2.21
H: -2.97 -2.08 -0.27
C: 5.64 -3.49 -3.32
C: 4.41 -2.79 -3.96
C: 3.17 -2.82 -3.01
C: 2.02 -1.79 -3.44
C: 2.57 -0.46 -3.52
C: 3.85 -0.32 -4.37
N: 4.79 -1.39 -4.12
O: 5.98 -1.14 -4.87
C: 3.33 -0.17 -5.87
C: 4.54 1.02 -3.79
C: 4.13 -3.43 -5.33
H: 6.39 -3.47 -4.11
H: 5.32 -4.53 -3.25
H: 5.85 -3.19 -2.30
H: 2.83 -3.84 -3.16
H: 3.40 -2.71 -1.95
H: 1.09 -1.75 -2.88
H: 1.62 -2.03 -4.43
H: 2.74 0.02 -2.56
H: 1.86 0.12 -4.12
H: 3.06 0.89 -5.94
H: 4.11 -0.35 -6.61
H: 2.43 -0.75 -6.03
H: 5.46 1.25 -4.33
H: 3.86 1.87 -3.82
H: 4.73 0.83 -2.74
H: 3.37 -2.77 -5.76
H: 3.98 -4.50 -5.24
H: 4.94 -3.31 -6.05
H: 6.59 -0.99 -4.14
C: 2.35 -4.23 5.15
C: 3.02 -3.14 4.23
C: 4.44 -3.07 4.83
C: 5.57 -2.47 3.99
C: 5.47 -3.19 2.63
C: 4.06 -3.25 1.90
N: 3.09 -3.64 2.89
O: 1.78 -3.79 2.39
C: 3.83 -1.92 1.18
C: 4.23 -4.41 0.82
C: 2.41 -1.70 4.21
H: 1.31 -4.39 4.87
H: 2.36 -4.06 6.23
H: 2.89 -5.17 5.01
H: 4.51 -2.48 5.74
H: 4.71 -4.06 5.20
H: 6.52 -2.75 4.45
H: 5.48 -1.38 4.00
H: 5.94 -4.17 2.61
H: 6.17 -2.59 2.06
H: 4.63 -1.18 1.28
H: 3.54 -2.02 0.13
H: 2.91 -1.47 1.56
H: 4.89 -4.18 -0.02
H: 4.56 -5.34 1.30
H: 3.24 -4.65 0.43
H: 2.48 -1.54 5.29
H: 1.35 -1.66 3.93
H: 2.87 -0.85 3.71
H: 1.47 -2.90 2.56
C: -1.86 3.51 -2.69
C: -2.02 2.78 -4.01
C: -3.34 3.34 -4.67
C: -3.52 2.90 -6.07
C: -2.38 3.46 -6.96
C: -0.97 3.13 -6.47
N: -0.83 3.15 -4.92
O: 0.40 2.66 -4.52
C: -0.71 1.79 -7.05
C: 0.06 4.08 -7.09
C: -2.09 1.23 -3.79
H: -1.41 4.50 -2.77
H: -1.13 3.04 -2.03
H: -2.80 3.52 -2.13
H: -4.21 3.04 -4.08
H: -3.52 4.41 -4.75
H: -4.47 3.25 -6.46
H: -3.63 1.81 -6.13
H: -2.36 4.53 -7.16
H: -2.69 3.07 -7.93
H: -1.44 0.98 -6.94
H: -0.56 1.87 -8.12
H: 0.18 1.25 -6.73
H: 0.99 3.60 -6.81
H: -0.10 4.30 -8.15
H: 0.08 4.96 -6.45
H: -2.96 1.01 -3.17
H: -1.21 0.95 -3.20
H: -2.04 0.66 -4.72
H: 0.81 3.47 -4.19
C: 0.32 4.90 0.89
C: 1.74 5.20 0.19
C: 2.54 6.26 0.93
C: 3.41 5.78 2.12
C: 3.75 4.32 2.13
C: 3.75 3.64 0.71
N: 2.49 3.92 -0.04
O: 2.23 3.18 -1.14
C: 4.94 4.26 -0.07
C: 3.89 2.12 0.93
C: 1.56 5.93 -1.18
H: 0.03 5.86 1.31
H: 0.38 4.30 1.79
H: -0.33 4.54 0.09
H: 3.21 6.77 0.24
H: 1.98 7.12 1.28
H: 2.92 5.90 3.08
H: 4.36 6.31 2.03
H: 3.08 3.87 2.86
H: 4.72 4.37 2.64
H: 5.64 3.44 -0.19
H: 4.82 4.48 -1.13
H: 5.51 5.00 0.47
H: 3.01 1.80 1.49
H: 4.06 1.56 0.02
H: 4.73 1.90 1.59
H: 2.57 6.13 -1.56
H: 1.24 6.97 -1.21
H: 1.06 5.40 -1.99
H: 1.51 2.68 -0.75
C: -1.30 5.20 5.27
C: -2.36 4.03 5.40
C: -1.60 2.75 5.06
C: -2.26 1.45 5.49
C: -2.55 1.57 6.98
C: -3.54 2.73 7.34
N: -2.88 3.93 6.80
O: -3.52 5.10 7.14
C: -4.92 2.42 6.73
C: -3.76 2.86 8.86
C: -3.52 4.35 4.26
H: -0.54 5.17 4.48
H: -0.73 5.08 6.19
H: -1.58 6.24 5.45
H: -1.58 2.69 3.97
H: -0.52 2.76 5.24
H: -1.60 0.65 5.16
H: -3.19 1.37 4.92
H: -1.64 1.64 7.58
H: -3.04 0.60 7.11
H: -5.33 1.54 7.22
H: -5.64 3.22 6.91
H: -4.93 2.19 5.66
H: -4.12 1.88 9.16
H: -2.88 3.10 9.46
H: -4.66 3.45 9.00
H: -3.19 4.36 3.22
H: -4.02 5.29 4.48
H: -4.36 3.66 4.36
H: -3.08 5.45 7.92

Calculated calculated total energy in order - -792.29862, -3539.96290, -3780.79042 hartree